Entry 1:
37
Properties=species:S:1:pos:R:3:forces:R:3:lowdin_charge:R:1 method="wB97M-V/def2-TZVPD" charge=+1 relative_energy_kj_mol=598.15 e_lumo_ev=-3.44 homo_lumo_gap_ev=10.3 homo_energy_ev=-13.73
O -3.455 0.381 -2.641 -0.404 -2.498 5.362 0.038
H -4.168 0.952 -2.567 -1.894 1.683 -0.342 0.016
H -2.997 0.447 -3.389 2.376 0.854 -4.998 -0.035
O 3.492 2.075 2.434 5.850 -1.598 0.322 0.015
H 2.636 2.179 2.527 -7.253 1.875 -0.422 -0.067
H -1.485 -1.277 0.511 -0.250 -1.569 -0.098 0.066
O 0.779 -0.501 -2.439 0.288 -0.834 0.402 -0.016
H -2.271 3.500 -2.501 -0.065 0.863 -0.725 0.033
O 1.251 -3.022 -0.612 6.028 0.158 -1.855 -0.109
H -0.155 -0.510 -2.609 -0.826 -0.357 -0.108 0.034
H 1.737 -2.855 -1.591 -1.895 -0.569 3.666 0.217
O 1.279 -0.611 3.653 -0.577 -1.795 -2.431 -0.054
H 1.541 -1.543 3.388 -0.222 1.882 0.917 0.078
H 1.635 -0.412 4.491 0.687 -0.033 1.605 0.017
O -2.381 -1.200 3.082 -2.178 -7.425 -4.654 0.042
H -3.191 -1.084 2.544 0.683 0.046 0.740 0.098
H -2.209 -0.482 3.503 1.313 7.364 4.480 -0.054
O -1.015 -0.584 0.958 2.946 1.982 -0.959 0.042
H -0.887 -0.754 1.875 -1.324 -0.725 1.913 0.046
H 2.213 3.148 -2.370 6.159 -0.344 2.738 -0.037
O -0.999 -2.995 0.026 -7.758 3.719 -0.969 0.030
H -1.299 -3.254 -0.831 0.550 -0.928 -0.553 0.079
H 3.513 1.460 3.179 1.378 -0.324 0.020 0.044
O -1.495 3.424 -1.943 -0.957 -1.087 0.216 -0.048
H -0.271 -3.310 0.368 5.283 -3.167 1.654 -0.050
H -1.848 2.657 -1.458 0.672 0.370 0.377 0.007
O 0.079 1.630 -0.135 -2.941 -0.860 -0.058 -0.084
H -0.602 1.350 -0.818 1.831 0.583 0.365 0.035
H -0.585 1.511 0.600 1.518 0.472 -0.327 0.061
O 1.433 3.207 -2.744 -6.568 0.676 1.692 0.071
H 2.065 -3.280 0.004 -1.998 0.004 -2.133 0.169
H 1.490 3.076 -3.624 0.540 -0.486 -4.508 -0.011
O 1.599 -0.864 0.802 -2.273 -1.683 -3.905 -0.060
H 0.307 -0.740 0.867 0.919 0.710 -0.780 0.154
H 1.415 -1.792 0.126 0.325 1.889 1.532 0.085
H 0.989 0.399 -2.638 0.657 1.190 -0.156 0.024
H 1.857 -0.325 -0.027 -0.620 -0.041 1.980 0.124



Entry 2:
60
Properties=species:S:1:pos:R:3:forces:R:3:lowdin_charge:R:1 method="wB97M-V/def2-TZVPD" charge=0 e_lumo_ev=-1.34 homo_lumo_gap_ev=7.5 homo_energy_ev=-8.86 smiles="CCCCCCCCCCCc1cc(P(O)Br)cc2c1C(=O)c1ccccc1C2=O"
C -3.717 -1.676 1.785 -1.347 0.625 -0.482 -0.133
C -3.955 -2.672 0.549 0.402 -1.182 0.294 -0.267
C -2.918 -2.501 -0.660 0.036 0.538 -0.010 -0.215
C -2.895 -1.031 -1.321 -0.628 0.285 0.973 -0.202
C -3.813 -0.868 -2.625 -0.194 -0.258 -0.289 -0.212
C -3.021 -0.561 -3.983 0.240 -0.692 -0.106 -0.217
C -1.837 0.513 -3.857 -0.812 -0.020 -1.205 -0.221
C -2.170 1.803 -2.961 1.566 0.441 -0.638 -0.183
C -0.887 2.095 -2.012 -0.600 1.073 0.664 -0.200
C -1.269 2.135 -0.447 1.107 -0.476 -0.052 -0.195
C -0.361 1.068 0.341 -0.111 0.655 1.344 -0.175
C 1.084 1.615 0.759 2.944 0.597 1.069 -0.076
C 1.749 2.897 0.198 1.570 -2.527 2.522 -0.001
C 3.194 3.310 0.670 -2.734 -2.150 0.534 -0.366
P 3.884 4.901 -0.140 1.738 -0.998 -0.856 0.529
O 3.384 4.834 -1.800 0.185 -0.115 1.686 -0.413
Br 2.969 6.735 0.881 -0.418 -0.976 -0.606 0.168
C 4.025 2.477 1.694 -3.481 -0.874 -0.994 -0.007
C 3.368 1.195 2.245 -1.549 1.392 -1.887 -0.032
C 1.921 0.781 1.787 1.565 1.720 -0.701 0.018
C 1.381 -0.598 2.430 -0.937 -0.243 0.569 -0.247
O 0.215 -0.767 2.851 3.742 0.462 -1.644 0.048
C 2.501 -1.756 2.534 2.691 -2.078 0.083 -0.034
C 2.247 -3.241 2.203 3.430 1.351 1.126 0.003
C 3.441 -4.240 2.307 0.842 2.647 0.523 -0.055
C 4.873 -3.813 2.721 -2.484 2.913 -0.075 -0.055
C 5.141 -2.329 3.068 -3.801 -0.626 -1.033 -0.003
C 3.958 -1.347 2.966 -0.803 -1.510 -0.746 -0.044
C 4.150 0.226 3.273 0.583 -0.031 1.048 -0.263
O 4.828 0.632 4.242 -2.024 -1.112 -3.447 0.057
H -2.627 -1.406 1.980 -1.389 -0.573 -0.298 0.066
H -4.220 -2.075 2.745 0.992 0.497 -1.541 0.079
H -4.294 -0.706 1.537 1.096 -1.284 0.530 0.070
H -5.047 -2.668 0.168 1.716 0.314 0.666 0.112
H -3.795 -3.743 0.960 -0.267 1.574 -0.747 0.103
H -1.865 -2.679 -0.229 -1.563 -0.021 -0.710 0.105
H -3.153 -3.256 -1.501 0.522 0.958 1.442 0.111
H -1.802 -0.740 -1.455 -1.536 -0.252 -0.255 0.087
H -3.321 -0.300 -0.530 0.866 -1.094 -1.173 0.098
H -4.362 -1.870 -2.774 0.657 1.530 0.165 0.106
H -4.633 -0.071 -2.466 1.359 -1.201 -0.147 0.108
H -3.753 -0.280 -4.826 0.998 -0.298 1.418 0.110
H -2.544 -1.561 -4.319 -0.668 1.572 0.432 0.112
H -1.639 0.904 -4.929 -0.166 -0.758 1.651 0.111
H -0.885 -0.048 -3.558 -1.344 1.032 -0.054 0.100
H -2.247 2.719 -3.661 -0.088 -1.536 1.038 0.109
H -3.156 1.759 -2.393 1.462 -0.240 -0.565 0.100
H -0.432 3.125 -2.282 -0.737 -1.642 0.279 0.106
H -0.040 1.340 -2.138 -1.307 0.869 -0.084 0.101
H -1.022 3.163 -0.017 -0.523 -1.330 -0.466 0.106
H -2.374 1.914 -0.235 1.649 0.274 -0.492 0.103
H -0.928 0.822 1.319 1.155 0.236 -1.481 0.116
H -0.206 0.079 -0.210 -0.342 1.390 0.554 0.113
H 1.178 3.520 -0.583 1.191 -1.021 1.422 0.095
H 4.187 4.800 -2.377 -0.789 0.184 1.011 0.050
H 5.078 2.783 2.036 -1.919 -0.466 -0.672 0.115
H 1.219 -3.589 1.868 1.603 0.495 0.570 0.102
H 3.288 -5.344 2.037 0.113 1.960 0.468 0.092
H 5.769 -4.524 2.772 -1.775 0.963 -0.170 0.096
H 6.156 -1.889 3.362 -1.685 -0.963 -0.454 0.112



Entry 3:
49
Properties=species:S:1:pos:R:3:forces:R:3:lowdin_charge:R:1 method="wB97M-V/def2-TZVPD" charge=+1 multiplicity=2 e_lumo_ev="-4.53 / -4.55" homo_lumo_gap_ev="7.3 / 7.3" homo_energy_ev="-11.84 / -11.84"
Cu -0.499 0.213 1.093 -0.383 0.078 0.299 0.809
C 5.208 -0.334 -1.500 -0.285 0.685 0.104 -0.086
C 4.259 -0.601 -0.344 -0.828 0.050 -1.272 -0.344
O 2.914 -0.440 -0.744 0.871 -0.553 0.661 -0.023
H 5.059 -0.966 -2.376 0.015 -0.323 0.326 0.078
H 6.230 -0.401 -1.127 0.061 0.048 -0.279 0.080
H 4.970 0.679 -1.825 0.442 0.107 -0.148 0.075
H 4.346 0.221 0.367 0.187 0.238 0.441 0.128
H 4.517 -1.530 0.163 -0.580 -0.228 0.211 0.108
C 0.043 4.355 0.029 -0.461 -0.691 -1.368 -0.229
C 0.082 4.519 1.507 1.091 1.110 0.291 -0.253
O 0.562 3.350 2.134 -0.190 -0.937 -0.075 -0.058
O -0.830 3.267 -0.381 0.135 0.719 0.200 -0.076
H 0.991 4.173 -0.478 0.591 -0.342 0.837 0.122
H -0.223 5.283 -0.477 -0.685 0.242 0.391 0.125
H -0.819 4.908 1.980 -0.520 -0.566 -0.317 0.127
H 0.761 5.363 1.631 0.486 0.021 0.279 0.124
H 1.212 3.504 2.824 -0.112 0.413 -0.075 0.093
H -1.329 3.658 -1.102 -0.343 -0.492 -0.112 0.081
C -0.244 -1.226 -5.024 1.584 0.342 -0.261 -0.228
C 1.071 -1.042 -5.810 0.215 -1.989 -1.338 -0.217
O 1.509 -2.258 -6.482 -0.539 -0.517 1.130 -0.090
O -0.124 -2.141 -3.925 -0.703 0.102 -0.699 -0.065
H -1.090 -1.505 -5.652 0.147 -0.273 0.238 0.124
H -0.349 -0.191 -4.700 -0.746 0.138 0.472 0.104
H 1.798 -0.748 -5.053 0.380 0.330 -0.213 0.106
H 1.009 -0.396 -6.685 -0.475 1.124 0.834 0.120
H 2.170 -2.102 -7.161 -0.032 0.431 0.146 0.074
H 0.579 -1.912 -3.314 0.194 0.337 -0.281 0.073
C 0.493 -2.930 3.985 -0.228 0.861 0.599 -0.245
C -0.756 -3.344 3.265 0.433 0.598 0.418 -0.251
O -0.715 -3.066 1.881 0.143 -0.183 -0.372 -0.056
O 0.728 -1.536 3.767 0.327 0.015 -0.637 -0.076
H 1.326 -3.577 3.711 0.276 0.200 -0.148 0.125
H 0.306 -2.997 5.056 0.004 -0.681 0.146 0.125
H -1.575 -2.729 3.640 -0.239 -0.508 0.227 0.127
H -0.796 -4.409 3.494 -0.911 -0.112 -0.166 0.130
H -0.263 -3.807 1.471 0.067 0.056 -0.389 0.094
H 1.567 -1.333 4.186 0.049 0.222 0.018 0.086
C -4.748 -0.161 1.358 -0.354 1.305 0.349 -0.250
C -4.497 1.000 2.328 -0.343 -1.363 0.449 -0.212
O -3.193 0.852 2.921 -0.095 0.280 -0.516 -0.075
O -3.840 -0.034 0.306 1.258 -0.186 -0.969 -0.072
H -5.707 0.014 0.871 -0.616 -0.322 0.751 0.126
H -4.658 -1.144 1.819 -0.214 0.051 0.271 0.124
H -5.219 0.922 3.140 -0.280 0.045 -0.079 0.121
H -4.673 1.949 1.821 0.492 0.093 -0.063 0.122
H -3.292 1.097 3.844 0.263 0.029 0.021 0.085
H -4.272 -0.467 -0.435 0.449 -0.005 -0.337 0.093



Entry 4:
51
Properties=species:S:1:pos:R:3:forces:R:3:lowdin_charge:R:1 method="wB97M-V/def2-TZVPD" charge=0 e_lumo_ev=0.16 homo_lumo_gap_ev=8.6 homo_energy_ev=-8.39 smiles=c1ccc(CCCc2ccc3nccnc3c2)cc1.ClCCCl.ClCCCl
C -1.911 2.790 -3.217 -0.514 0.446 0.255 -0.099
C -2.743 1.677 -3.196 0.481 -0.504 -0.189 -0.078
C -2.250 0.465 -3.667 -0.021 0.485 0.002 -0.057
C -0.948 0.379 -4.154 0.379 -0.503 -0.237 -0.236
C -0.424 -0.968 -4.624 -1.005 -0.089 0.380 -0.148
C -0.616 -2.076 -3.569 0.894 -0.464 -0.467 -0.196
C 0.302 -1.917 -2.347 -0.404 0.155 -0.083 -0.138
C -0.173 -0.931 -1.306 0.211 0.321 0.134 -0.219
C -1.494 -0.947 -0.771 0.221 -0.168 -0.043 -0.045
C -1.873 -0.056 0.183 -0.216 0.048 -0.026 -0.059
C -0.972 0.916 0.690 -0.849 0.020 -0.727 -0.356
N -1.410 1.763 1.659 0.826 0.135 -0.251 0.130
C -0.485 2.599 2.060 -0.292 0.399 0.285 -0.148
C 0.823 2.662 1.524 -0.288 0.079 -0.667 -0.279
N 1.246 1.869 0.572 -0.392 0.152 0.180 0.129
C 0.330 0.956 0.154 0.085 0.225 -0.360 -0.295
C 0.695 0.022 -0.846 -0.050 -0.148 -0.082 0.011
C -0.129 1.504 -4.184 -0.621 -0.134 0.128 -0.043
C -0.622 2.718 -3.714 0.485 -0.305 -0.133 -0.083
H -2.302 3.726 -2.833 0.146 0.024 -0.040 0.100
H -3.748 1.710 -2.796 0.026 0.218 -0.010 0.103
H -2.888 -0.411 -3.642 0.058 -0.016 -0.039 0.111
H 0.622 -0.920 -4.930 -0.009 0.091 0.069 0.111
H -1.013 -1.284 -5.493 0.169 0.126 -0.117 0.116
H -0.309 -3.003 -4.068 -0.115 -0.028 0.091 0.109
H -1.666 -2.226 -3.314 0.021 0.200 0.124 0.094
H 1.270 -1.575 -2.723 0.043 -0.076 0.130 0.113
H 0.475 -2.889 -1.874 -0.122 0.019 0.014 0.115
H -2.202 -1.692 -1.117 0.026 0.034 -0.017 0.115
H -2.875 -0.083 0.598 0.048 0.068 0.014 0.116
H -0.750 3.301 2.847 -0.030 -0.049 -0.027 0.107
H 1.515 3.402 1.909 -0.075 0.131 -0.154 0.065
H 1.701 0.068 -1.248 -0.003 0.110 0.093 0.124
H 0.875 1.393 -4.577 0.031 0.189 0.073 0.110
H 0.038 3.578 -3.723 -0.192 0.100 0.054 0.102
Cl 4.107 2.377 6.359 -0.024 0.020 0.003 0.537
C 3.179 0.906 5.968 -0.006 -0.106 0.060 -0.665
C 3.221 0.579 4.497 0.004 -0.054 0.020 -0.626
Cl 2.324 1.761 3.508 0.604 -0.490 0.758 0.678
H 2.158 1.053 6.312 0.001 0.072 -0.039 0.067
H 3.622 0.091 6.539 0.038 0.003 -0.033 0.071
H 2.755 -0.390 4.322 -0.060 0.031 0.012 0.059
H 4.243 0.542 4.127 0.002 0.076 0.009 0.071
Cl 0.551 -4.282 1.594 0.032 0.020 -0.005 0.539
C 0.174 -3.567 3.184 -0.057 -0.077 0.082 -0.660
C -0.710 -2.353 3.062 -0.034 0.053 0.096 -0.607
Cl 0.126 -0.979 2.299 0.465 -0.852 0.838 0.751
H 1.114 -3.327 3.675 0.028 0.033 -0.074 0.062
H -0.333 -4.336 3.766 -0.037 0.003 -0.038 0.072
H -1.024 -2.026 4.053 0.041 -0.029 0.017 0.076
H -1.599 -2.567 2.471 0.052 0.004 -0.063 0.073



no.,DFT total energy (eV),F_max (eV/Å)
1,-24964.832,9.03
2,-111875.924,4.15
3,-73894.289,2.41
4,-75236.625,1.28